Below is C42H49BrNO5P2PtS2 as an isolated structure, with properties calculated with wB97M-V/def2-TZVPD.

Properties
strongest force on any atom = 0.04761 hartree/bohr
HOMO energy = -4.3 eV
E_tot = -6233.3274 hartree
E_LUMO = 2.2 eV
charge = -1
energy relative to the best compared isomer or geometry (same formula, charge and spin) = 0.0 kJ/mol

Element x y z (Å)
Pt (-0.4678, -0.0017, 1.0121)
C (-3.5326, -2.4029, -5.2619)
S (-4.0012, -0.6738, -5.5528)
C (-4.9084, -0.2578, -4.0177)
C (-4.0987, 0.4790, -2.9519)
C (-2.8240, -0.2829, -2.5551)
N (-2.2404, 0.0329, -1.2537)
P (-1.2492, 1.4731, -0.6638)
C (-2.2377, 2.7146, -1.6353)
C (-3.2783, 3.4848, -1.1149)
C (-3.9607, 4.3920, -1.9118)
C (-3.6178, 4.5650, -3.2446)
C (-2.5910, 3.8042, -3.7781)
C (-1.9181, 2.8870, -2.9836)
C (0.2479, 1.3865, -1.7111)
C (1.0106, 2.5260, -1.9575)
C (2.1444, 2.4545, -2.7502)
C (2.5340, 1.2433, -3.3046)
C (1.8033, 0.0956, -3.0292)
C (0.6756, 0.1689, -2.2267)
P (-2.5225, -0.9114, 0.1118)
C (-4.3470, -1.1908, 0.0177)
C (-4.9419, -2.3285, -0.5211)
C (-6.3240, -2.4215, -0.6096)
C (-7.1277, -1.3919, -0.1426)
C (-6.5426, -0.2643, 0.4194)
C (-5.1636, -0.1650, 0.5003)
C (-1.9573, -2.6363, -0.2205)
C (-2.1390, -3.5446, 0.8259)
C (-1.6438, -4.8350, 0.7442)
C (-0.9529, -5.2378, -0.3915)
C (-0.7727, -4.3478, -1.4390)
C (-1.2681, -3.0537, -1.3517)
H (-2.9846, -2.7255, -6.1452)
H (-4.4279, -3.0116, -5.1446)
H (-2.8907, -2.5005, -4.3905)
H (-5.3143, -1.1927, -3.6244)
H (-5.7407, 0.3624, -4.3498)
H (-4.7283, 0.5943, -2.0693)
H (-3.8449, 1.4772, -3.3060)
H (-2.0685, -0.1254, -3.3314)
H (-3.0710, -1.3471, -2.5312)
H (-3.5552, 3.3746, -0.0792)
H (-4.7653, 4.9772, -1.4833)
H (-4.1478, 5.2803, -3.8617)
H (-2.3033, 3.9200, -4.8161)
H (-1.1387, 2.2871, -3.4318)
H (0.7045, 3.4644, -1.5119)
H (2.7339, 3.3457, -2.9280)
H (3.4104, 1.1928, -3.9392)
H (2.1210, -0.8574, -3.4344)
H (0.1279, -0.7279, -1.9731)
H (-4.3293, -3.1427, -0.8872)
H (-6.7744, -3.3061, -1.0438)
H (-8.2055, -1.4656, -0.2162)
H (-7.1684, 0.5345, 0.7978)
H (-4.6900, 0.7142, 0.9259)
H (-2.6703, -3.2144, 1.7142)
H (-1.7770, -5.5211, 1.5716)
H (-0.5429, -6.2383, -0.4507)
H (-0.2328, -4.6582, -2.3254)
H (-1.1110, -2.3620, -2.1703)
C (5.0987, -3.0461, 5.1847)
C (5.5140, -1.7025, 4.5812)
C (5.7865, -0.7277, 5.7361)
C (6.8045, -1.9196, 3.7757)
C (4.4370, -1.1328, 3.6608)
C (3.2386, -1.7751, 3.4012)
C (2.3473, -1.2016, 2.5213)
Br (0.6768, -2.1114, 2.2049)
C (2.5266, 0.0147, 1.8173)
O (1.6853, 0.4349, 0.9348)
C (3.7428, 0.7014, 2.1578)
C (4.6349, 0.0956, 3.0283)
C (4.1455, 2.0846, 1.6119)
C (5.4164, 1.9279, 0.7592)
C (3.0987, 2.7904, 0.7469)
C (4.4440, 3.0187, 2.7982)
H (5.8982, -3.4233, 5.8263)
H (4.9097, -3.7862, 4.4049)
H (4.1974, -2.9406, 5.7916)
H (6.5344, -1.1434, 6.4181)
H (4.8686, -0.5447, 6.2973)
H (6.1557, 0.2323, 5.3733)
H (7.5797, -2.3681, 4.4049)
H (7.1894, -0.9793, 3.3792)
H (6.6125, -2.5846, 2.9317)
H (2.9714, -2.7141, 3.8664)
H (5.5560, 0.6231, 3.2505)
H (5.2189, 1.2650, -0.0857)
H (6.2429, 1.5099, 1.3377)
H (5.7241, 2.9027, 0.3694)
H (2.9230, 2.2473, -0.1753)
H (3.4699, 3.7912, 0.4973)
H (2.1434, 2.8923, 1.2579)
H (5.2554, 2.6446, 3.4246)
H (3.5532, 3.1290, 3.4189)
H (4.7296, 4.0061, 2.4258)
O (-0.6701, 2.8380, 0.4152)
S (-1.5699, 2.5917, 1.6914)
O (-1.9423, 3.8584, 2.2538)
O (-0.8250, 1.7373, 2.6124)
O (-2.7254, 1.8760, 1.0762)

Atomic forces in eV per Å
Pt -0.975 -1.717 -1.447
C -0.139 0.330 0.023
S 0.021 0.000 0.053
C 0.232 -0.049 -0.092
C 0.042 -0.192 -0.056
C -0.238 0.451 -0.022
N 0.188 0.479 0.311
P 0.631 -0.906 0.332
C -0.086 0.064 -0.090
C -0.026 0.025 0.009
C -0.017 -0.001 -0.046
C -0.012 -0.039 -0.050
C 0.006 0.040 -0.053
C 0.078 -0.075 0.089
C 0.146 0.019 0.024
C -0.171 -0.030 0.072
C 0.023 0.033 -0.059
C -0.015 -0.011 0.008
C 0.071 0.041 -0.040
C -0.070 0.000 -0.017
P 2.016 -0.132 -0.917
C -0.012 0.302 0.842
C 0.191 0.020 -0.083
C -0.088 -0.002 -0.047
C 0.067 0.015 -0.018
C -0.091 -0.002 -0.016
C 0.145 0.092 0.042
C -0.188 0.022 0.210
C -0.068 0.112 -0.084
C 0.031 0.007 0.012
C 0.022 -0.061 0.024
C 0.034 -0.002 0.007
C -0.081 0.094 -0.102
H -0.018 -0.041 -0.007
H 0.051 -0.083 0.019
H 0.041 -0.053 0.029
H -0.055 0.007 0.008
H -0.065 -0.034 0.077
H -0.073 0.052 0.043
H -0.102 -0.064 0.011
H 0.030 -0.159 -0.011
H 0.043 -0.084 -0.089
H 0.000 0.045 -0.025
H 0.015 -0.006 0.037
H 0.004 0.012 0.006
H -0.022 -0.022 -0.008
H 0.020 0.052 -0.057
H 0.051 0.033 -0.048
H -0.014 0.011 0.000
H 0.021 -0.010 0.028
H -0.016 -0.016 0.023
H -0.005 0.002 -0.014
H 0.015 -0.018 0.023
H 0.016 0.005 -0.002
H -0.001 -0.020 0.017
H 0.046 0.024 -0.007
H -0.069 0.004 0.017
H 0.035 -0.094 0.040
H -0.011 0.008 -0.004
H -0.026 0.000 -0.017
H 0.002 0.015 0.003
H 0.022 -0.027 0.015
C -0.009 0.094 -0.051
C 0.019 0.001 -0.011
C 0.006 -0.058 -0.012
C -0.024 -0.018 0.066
C 0.078 0.002 0.021
C -0.087 -0.062 0.011
C -0.294 0.175 -0.177
Br 0.215 0.127 0.214
C 0.213 -0.322 0.366
O -0.737 0.412 -0.274
C -0.236 0.033 -0.208
C -0.035 -0.105 0.074
C 0.094 0.059 0.013
C -0.068 0.016 0.041
C -0.022 -0.093 0.044
C 0.007 -0.050 -0.033
H -0.007 -0.007 0.000
H -0.010 -0.027 0.022
H -0.006 -0.041 0.001
H 0.007 0.019 -0.006
H 0.012 0.014 0.017
H -0.012 0.006 -0.007
H 0.004 0.018 -0.010
H -0.007 0.008 -0.007
H 0.025 -0.013 0.001
H 0.053 0.003 0.015
H -0.008 0.004 -0.045
H 0.022 0.003 -0.010
H 0.015 0.007 -0.025
H 0.024 -0.014 -0.005
H -0.049 -0.030 -0.002
H 0.021 -0.037 0.016
H -0.050 -0.005 -0.005
H -0.013 0.048 0.020
H 0.011 0.018 0.015
H 0.005 -0.003 0.016
O -0.288 -0.308 -0.317
S -0.087 0.721 1.279
O 0.041 0.277 -0.160
O -0.207 0.679 0.207
O -0.216 -0.012 -0.020

Below is C42H50As2Br2GeN2OPSeSn as an isolated structure, with properties calculated with wB97M-V/def2-TZVPD.

Properties
strongest force on any atom = 0.00644 hartree/bohr
HOMO energy = -14.9 eV
E_tot = -16467.8440 hartree
E_LUMO = -9.3 eV
charge = +3
energy relative to the best compared isomer or geometry (same formula, charge and spin) = 105.7 kJ/mol

Element x y z (Å)
Sn (-0.7348, -0.1205, 0.2954)
N (0.8632, 1.7337, -0.4655)
C (1.7680, 2.4688, 0.3899)
C (2.3283, 3.6601, -0.0479)
C (3.1921, 4.3681, 0.7742)
C (3.5075, 3.8894, 2.0395)
C (2.9476, 2.7039, 2.4821)
C (2.0763, 1.9780, 1.6640)
P (1.2840, 0.4634, 2.2523)
C (2.5510, -0.8485, 1.8657)
C (3.9549, -0.5814, 2.3377)
C (4.9455, -1.1430, 1.6677)
C (3.9601, -3.3728, 0.9414)
C (2.6885, -3.3204, 1.7302)
C (2.0666, -2.2349, 2.1746)
C (1.2382, 0.5889, 4.0493)
C (1.8646, -0.2947, 4.9265)
C (1.7957, -0.0781, 6.2964)
C (1.1195, 1.0241, 6.7974)
C (0.5064, 1.9179, 5.9268)
C (0.5618, 1.6982, 4.5619)
H (1.3788, 1.0770, -1.0635)
H (0.3809, 2.3738, -1.0930)
H (2.0870, 4.0348, -1.0356)
H (3.6186, 5.2990, 0.4258)
H (4.1750, 4.4454, 2.6828)
H (3.1625, 2.3553, 3.4847)
H (4.1149, 0.0343, 3.2117)
H (5.9875, -1.0212, 1.9272)
H (3.8305, -4.0053, 0.0632)
H (2.2797, -4.2965, 1.9633)
H (1.1608, -2.3371, 2.7621)
H (2.4008, -1.1666, 4.5725)
H (2.2804, -0.7702, 6.9711)
H (1.0780, 1.1937, 7.8645)
H (-0.0035, 2.7899, 6.3141)
H (0.1196, 2.4255, 3.8883)
C (-2.8982, 1.5359, 3.6471)
As (-2.7059, 1.2559, 1.7338)
C (-2.9208, 3.0295, 0.9818)
C (-4.3544, 0.3241, 1.3303)
C (-5.5070, 1.0717, 1.1279)
C (-6.7007, 0.4349, 0.8136)
C (-6.7374, -0.9451, 0.7011)
C (-5.5893, -1.6951, 0.9234)
C (-4.3891, -1.0738, 1.2526)
As (-2.7694, -2.1014, 1.5884)
C (-3.2426, -3.8885, 1.0038)
C (-2.8011, -2.3437, 3.5245)
H (-3.7617, 2.1922, 3.7578)
H (-2.0244, 1.9869, 4.1028)
H (-3.1154, 0.5833, 4.1221)
H (-3.5766, 3.6297, 1.6107)
H (-3.3570, 2.9274, -0.0084)
H (-1.9502, 3.5186, 0.9140)
H (-5.4935, 2.1525, 1.1996)
H (-7.5970, 1.0190, 0.6555)
H (-7.6636, -1.4447, 0.4513)
H (-5.6508, -2.7727, 0.8468)
H (-3.4621, -3.8946, -0.0621)
H (-4.1038, -4.2517, 1.5623)
H (-2.3956, -4.5450, 1.1950)
H (-3.8049, -2.6084, 3.8540)
H (-2.4748, -1.4383, 4.0308)
H (-2.1145, -3.1499, 3.7824)
Br (5.2452, -4.3181, 2.0635)
C (4.5890, -2.0055, 0.4621)
C (5.7790, -2.3278, -0.3893)
C (5.8119, -2.1424, -1.7079)
Br (7.3236, -2.6431, -2.6946)
C (4.6829, -1.5240, -2.4100)
C (4.6593, -1.3282, -3.8018)
C (3.5857, -0.6850, -4.3607)
C (2.5446, -0.2112, -3.5370)
N (2.5321, -0.3787, -2.2373)
C (3.5753, -1.0516, -1.6922)
C (3.5361, -1.2478, -0.2766)
O (2.5605, -0.7252, 0.3661)
H (6.6143, -2.7786, 0.1297)
H (5.4816, -1.6765, -4.4101)
H (3.5345, -0.5196, -5.4283)
H (1.7107, 0.3216, -3.9799)
C (-0.5118, 3.0643, -3.8426)
Ge (-2.2814, 2.6373, -4.5759)
C (-3.0459, 4.1123, -5.5773)
C (-2.1556, 0.9968, -5.6222)
C (-3.4165, 2.2958, -2.9794)
Se (-2.7807, 0.7710, -1.9131)
C (-3.7725, -0.6913, -2.7147)
H (0.2271, 3.2145, -4.6291)
H (-0.1850, 2.2182, -3.2305)
H (-0.5454, 3.9683, -3.2318)
H (-2.4539, 4.3332, -6.4644)
H (-3.0939, 5.0152, -4.9688)
H (-4.0566, 3.8637, -5.9003)
H (-1.4864, 1.1356, -6.4709)
H (-3.1294, 0.7060, -6.0164)
H (-1.7667, 0.1797, -5.0113)
H (-4.4643, 2.0908, -3.2002)
H (-3.4042, 3.1492, -2.2998)
H (-3.5686, -0.7264, -3.7803)
H (-4.8318, -0.5527, -2.5178)
H (-3.4273, -1.6122, -2.2492)

Atomic forces in eV per Å
Sn 0.030 -0.256 0.208
N -0.174 0.024 0.006
C 0.017 -0.077 0.048
C -0.005 -0.006 0.018
C 0.001 0.001 0.015
C -0.017 -0.018 -0.019
C 0.015 0.009 -0.013
C -0.074 0.096 -0.018
P -0.250 -0.038 -0.045
C 0.145 0.160 -0.154
C 0.038 -0.056 0.027
C -0.070 0.033 0.034
C -0.043 0.015 -0.021
C 0.023 -0.005 0.004
C -0.042 -0.103 -0.015
C 0.142 0.085 0.027
C -0.086 -0.163 0.014
C -0.020 0.020 0.004
C 0.004 -0.006 -0.019
C -0.007 -0.034 0.015
C 0.028 0.105 0.003
H 0.050 0.045 0.021
H 0.056 0.002 -0.034
H 0.000 0.003 -0.006
H 0.000 0.007 0.000
H 0.004 0.004 0.000
H 0.007 -0.008 -0.005
H -0.021 -0.013 0.026
H 0.012 0.003 -0.007
H -0.009 -0.003 0.011
H 0.008 -0.007 0.017
H -0.002 0.018 -0.006
H 0.010 0.023 -0.034
H 0.007 -0.004 0.005
H 0.000 0.002 0.010
H -0.004 0.002 0.003
H 0.016 -0.018 -0.006
C -0.006 0.006 -0.055
As -0.020 0.035 -0.159
C -0.060 0.023 0.087
C 0.098 -0.044 -0.016
C -0.060 -0.017 -0.053
C 0.025 0.032 0.012
C 0.004 -0.025 0.011
C -0.032 -0.007 0.052
C 0.013 0.071 -0.003
As 0.071 0.139 0.157
C 0.023 0.004 -0.048
C -0.069 -0.065 -0.003
H 0.009 -0.016 0.051
H 0.021 0.026 -0.027
H 0.010 0.017 0.022
H 0.004 -0.013 0.008
H 0.012 0.020 -0.020
H 0.002 -0.001 0.015
H 0.022 -0.003 0.003
H -0.007 0.004 -0.001
H -0.005 -0.003 -0.004
H 0.019 -0.002 -0.002
H -0.003 -0.004 0.006
H 0.011 -0.001 0.002
H -0.006 0.001 -0.005
H 0.010 0.001 0.004
H 0.009 -0.016 0.000
H -0.008 -0.004 -0.012
Br 0.000 -0.002 -0.008
C 0.037 0.012 -0.006
C 0.007 -0.017 -0.017
C -0.133 0.056 0.090
Br 0.051 -0.019 -0.011
C 0.067 -0.020 -0.135
C -0.041 0.012 0.047
C 0.071 -0.033 -0.002
C -0.045 0.028 0.024
N 0.023 -0.014 -0.089
C -0.045 0.020 0.215
C 0.001 0.009 -0.088
O 0.080 -0.063 -0.039
H 0.017 -0.008 -0.024
H 0.000 -0.001 -0.009
H 0.010 -0.009 -0.007
H -0.017 0.010 0.048
C 0.015 -0.067 0.087
Ge -0.039 0.011 -0.103
C -0.058 0.054 0.041
C -0.028 -0.037 0.066
C 0.021 -0.095 0.111
Se 0.073 0.127 -0.159
C -0.016 -0.007 0.010
H -0.032 0.027 -0.045
H 0.026 -0.002 0.018
H 0.002 0.002 0.011
H 0.036 -0.034 0.000
H -0.003 0.001 0.002
H 0.000 0.001 -0.007
H 0.012 0.036 0.001
H -0.008 0.002 0.003
H 0.014 -0.009 -0.021
H 0.020 -0.026 -0.069
H 0.041 0.046 -0.054
H -0.027 0.010 -0.012
H -0.002 -0.007 -0.015
H -0.005 0.005 0.013